Formula: C3H4ClN
Source: the OMol25 dataset
Level of theory: the ωB97M-V functional and the def2-TZVPD basis

Results
highest occupied orbital energy (alpha / beta)	-0.305 / -0.348	hartree
DFT total energy	-17182.1292	eV
Kohn-Sham gap (alpha / beta)	7.52 / 8.80	eV

Last column: natural (NBO) charge in e.
CARTESIAN COORDINATES (ANGSTROEM)
1 C -2.04 0.90 0.87  -0.16
2 C -0.83 0.69 0.63  -0.08
3 C 0.53 0.51 0.37  -0.30
4 N 0.65 -1.41 -0.98  -0.57
5 Cl 1.28 -0.72 -2.38  0.11
6 H -3.02 1.02 1.12  0.22
7 H 1.06 -0.11 1.22  0.24
8 H 0.96 1.05 -0.35  0.21
9 H 1.42 -1.93 -0.51  0.33